a | # C2H3O2

A structure of composition C2H3O2 (wB97M-V/def2-TZVPD, the Open Molecules 2025 dataset).

The geometry in XYZ format:
```
7
Properties=species:S:1:pos:R:3:nbo_charge:R:1
O -0.29085 -0.78446 0.04836 -0.426
O 0.57748 0.79213 -0.77867 -0.409
C -0.16843 0.33849 0.91837 0.351
C 0.20945 -0.36371 -1.00906 0.693
H 0.24949 -0.97480 -1.88415 0.248
H -1.15635 0.82295 0.95067 0.261
H 0.57921 0.16940 1.75447 0.281
```

**Lowest unoccupied orbital energy**: -7.409 eV
**Charge**: +1
**Gap between HOMO and LUMO**: 11.2633 eV
**Multiplicity**: 1

b | # C2H3O2

The ion C2H3O2 with charge +1 (wB97M-V/def2-TZVPD, the Open Molecules 2025 dataset).

The geometry in XYZ format:
```
7
Properties=species:S:1:pos:R:3:nbo_charge:R:1
O 0.46702 -0.07756 -0.37832 -0.400
O -0.81222 -1.62976 -1.45741 -0.294
C -0.71615 -1.05696 -0.46019 0.665
C 0.73148 0.79742 0.47098 0.426
H -1.24250 -0.66534 0.39097 0.186
H 0.09541 1.10155 1.25107 0.191
H 1.47696 1.53065 0.18291 0.226
```

**Lowest unoccupied orbital energy**: -7.441 eV
**Charge**: +1
**Gap between HOMO and LUMO**: 10.7329 eV
**Multiplicity**: 1

Energies in hartree, measured from the most stable structure: a 0.0248; b 0.0000.

a | # C17H24N6O3

A cluster of 2 separate species, C17H24N6O3 in total (wB97M-V/def2-TZVPD, the Open Molecules 2025 dataset).

The geometry in XYZ format:
```
50
Properties=species:S:1:pos:R:3:nbo_charge:R:1
O -1.08746 0.63936 1.64880 -0.722
O 1.63790 1.15808 1.95370 -0.659
O 3.27428 0.52728 0.35647 -0.619
N -0.99999 2.92944 -1.00203 -0.854
N 2.51385 -3.89747 -1.34664 -0.526
N -6.22590 3.66485 -0.21740 -0.743
N -0.02228 0.94557 -0.35883 -0.571
N -6.77763 1.28415 0.53198 -0.844
N -4.98143 2.36710 1.44005 -0.682
C -3.89513 0.59711 0.34382 -0.447
C 5.82464 -3.73651 -0.09803 -0.199
C -4.27276 1.19686 1.72963 -0.219
C 4.56095 -4.39295 -0.31739 -0.264
C 4.96019 -1.47906 -0.36203 -0.187
C -3.00718 1.36076 -0.59218 -0.417
C 3.69159 -3.50836 -0.92753 0.131
C -0.95930 1.15098 0.49007 0.671
C 1.09160 -0.03379 -0.14823 -0.182
C 2.30097 -1.66062 -1.06570 -0.104
C 3.71358 -2.00704 -0.81637 -0.076
C 6.00640 -2.35032 -0.27046 -0.245
C 1.71688 -0.29377 -1.37447 -0.432
C 1.71794 -2.81259 -1.57673 -0.017
C -1.85360 2.14050 -0.04899 -0.149
C 2.07118 0.58435 0.80232 0.793
C -5.97701 2.53808 0.46123 0.552
H -5.52845 4.42873 0.17215 0.340
H 0.91139 -0.21608 -2.24456 0.201
H -7.47751 1.75916 -0.32185 0.396
H 2.53688 0.36727 -1.55736 0.270
H -5.00402 0.14521 1.83428 0.204
H -3.46048 1.19726 2.50900 0.258
H -3.76995 2.10244 -1.06584 0.217
H -4.47877 3.21516 1.75184 0.386
H -1.68082 3.19006 -1.75136 0.370
H 0.68603 -2.79183 -2.06577 0.212
H -2.19426 2.64101 0.83986 0.205
H 0.73143 0.68921 2.04627 0.519
H -4.75732 0.12387 -0.06159 0.236
H -7.55875 1.56234 1.70266 0.385
H 0.57976 -0.85693 0.45734 0.248
H 2.35939 -4.74482 -1.92151 0.410
H -2.48350 0.70461 -1.25812 0.211
H 7.14842 -2.00051 -0.18639 0.213
H 4.51245 -5.50904 -0.43920 0.220
H 5.09697 -0.35951 -0.16185 0.257
H 6.58643 -4.25084 0.37113 0.201
H -0.09409 1.36313 -1.23271 0.437
H -0.74711 3.92948 -0.60331 0.392
H -3.20393 -0.10432 0.81153 0.225
```

**Lowest unoccupied orbital energy**: -0.049 eV
**Gap between HOMO and LUMO**: 7.6117 eV
**Multiplicity**: 1

b | # C17H24N6O3

A cluster of 2 separate species, C17H24N6O3 in total (wB97M-V/def2-TZVPD, the Open Molecules 2025 dataset).

The geometry in XYZ format:
```
50
Properties=species:S:1:pos:R:3:nbo_charge:R:1
O -0.60658 1.07936 0.37792 -0.585
O -1.64209 1.11208 -1.65251 -0.716
O -0.20188 -1.69701 0.56830 -0.624
N -1.02605 1.65972 6.73568 -0.876
N 0.24730 0.43038 8.28218 -0.861
N 2.26897 0.50676 1.71495 -0.896
N -2.32796 -0.17467 -5.38311 -0.491
N -0.23137 -0.51431 6.06368 -0.648
N 1.40503 -0.44535 -0.47873 -0.658
C -2.14814 -0.61373 -4.06275 -0.025
C 0.52069 0.63646 -7.46522 -0.214
C 1.08843 0.72353 -4.99883 -0.172
C 0.81365 -1.01446 3.27714 -0.441
C 0.11308 -0.74543 -2.47404 -0.468
C -0.78438 0.29465 -7.24092 -0.247
C -1.17325 -0.70371 4.92115 -0.227
C -0.50823 -0.27952 3.50638 -0.421
C -0.71412 -0.40685 -3.66004 -0.166
C -0.49472 0.90996 -0.82642 0.787
C 0.77402 0.27957 -1.50817 -0.148
C -0.24780 0.25803 -4.81178 -0.137
C -0.43830 0.45143 7.04211 0.572
C -1.19674 0.21200 -5.80759 0.147
C 0.85650 -1.05281 0.60211 0.713
C 1.72322 -0.83867 1.97559 -0.124
C 1.57969 0.90900 -6.36843 -0.231
H 1.52125 0.92493 -2.19393 0.246
H -1.44062 1.76664 5.41917 0.426
H 3.11501 0.78720 2.34941 0.368
H 0.55353 -2.20532 3.14734 0.202
H 1.18315 -1.00552 4.37998 0.251
H -3.04287 -0.65718 -3.44573 0.227
H 1.73974 0.78242 -4.17670 0.198
H 0.65274 0.54147 -8.54446 0.218
H -0.18606 -1.42837 6.62961 0.398
H -3.26540 -0.38776 -5.96535 0.444
H -0.63557 -1.40167 -1.77928 0.276
H -0.17924 0.72518 3.66651 0.182
H -1.20710 -0.11034 2.69924 0.246
H 2.52944 -1.74009 1.99386 0.232
H -1.43182 0.41301 -8.23239 0.234
H -1.68757 -1.70194 4.95568 0.218
H 0.71642 -0.49571 8.53587 0.338
H 0.82891 -1.55535 -2.78466 0.252
H -1.28162 0.73736 -2.63062 0.498
H 1.69504 1.35200 1.97409 0.391
H -2.14168 0.02145 4.88480 0.191
H 2.32255 -0.10067 -0.22183 0.430
H 2.55110 1.41403 -6.49246 0.227
H -0.55831 2.34780 7.50319 0.465
```

**Lowest unoccupied orbital energy**: 0.277 eV
**Gap between HOMO and LUMO**: 8.3359 eV
**Multiplicity**: 1

Energies in hartree, measured from the most stable structure: a 0.0000; b 0.0147.

a | # C4H6N2O3

An isolated molecule of C4H6N2O3 (wB97M-V/def2-TZVPD, the Open Molecules 2025 dataset).

The geometry in XYZ format:
```
15
Properties=species:S:1:pos:R:3:nbo_charge:R:1
O 1.44356 -1.01323 1.80908 -0.536
O 2.11005 0.04719 -0.54296 -0.704
O -0.46768 0.20358 1.92215 -0.722
N -1.44604 0.85247 -0.57387 -0.850
N -0.82306 -2.41349 -1.17377 -0.310
C -0.47972 -1.50982 -0.55012 0.070
C -0.26956 0.22786 -0.94927 0.051
C 0.90057 0.46059 0.00196 -0.033
C 0.56436 -0.38138 1.27220 0.785
H -2.23700 0.68245 -1.18269 0.402
H 0.02317 0.24513 -2.00178 0.237
H -1.35304 -0.08704 1.61932 0.518
H 2.50901 -0.55827 0.10965 0.503
H 0.93408 1.52338 0.29108 0.182
H -1.40871 1.72059 -0.05096 0.407
```

**Structure (SMILES)**: N#C[C@@H](N)[C@H](O)C(=O)O
**Lowest unoccupied orbital energy**: -0.550 eV
**Gap between HOMO and LUMO**: 9.9553 eV
**Multiplicity**: 1

b | # C4H6N2O3

A structure of composition C4H6N2O3 (wB97M-V/def2-TZVPD, the Open Molecules 2025 dataset).

The geometry in XYZ format:
```
15
Properties=species:S:1:pos:R:3:nbo_charge:R:1
O -0.50859 -1.16269 -1.62541 -0.590
O 1.11432 0.96334 -1.63077 -0.685
O 1.79459 1.05269 0.49923 -0.595
N -1.42495 -0.27339 0.40707 -0.501
N -1.05733 2.09579 0.80432 -0.814
C 0.98479 0.69328 -0.32051 0.596
C -0.88234 0.82382 0.45150 0.513
C 0.36180 -2.02162 0.49252 -0.704
C -0.34005 -1.05614 -0.42695 0.679
H 0.43340 0.44280 -2.10639 0.511
H -0.32426 -2.85196 0.67815 0.257
H -0.22565 2.64576 0.98469 0.429
H -1.82418 2.58657 0.36198 0.416
H 0.63739 -1.55394 1.43531 0.248
H 1.26107 -2.38431 -0.00476 0.241
```

**Lowest unoccupied orbital energy**: -0.555 eV
**Gap between HOMO and LUMO**: 8.1204 eV
**Multiplicity**: 1

Energies in hartree, measured from the most stable structure: a 0.0000; b 0.0081.

a | # H2N2O3S2

A cluster of 3 separate species, H2N2O3S2 in total (wB97M-V/def2-TZVPD, the Open Molecules 2025 dataset).

The geometry in XYZ format:
```
9
Properties=species:S:1:pos:R:3:nbo_charge:R:1
S -9.06189 1.37695 2.27572 -0.929
S 11.13892 -1.42064 0.83527 -1.077
O -9.52066 -0.77855 -1.24291 -0.313
O -7.88594 0.43868 -0.32212 -0.154
O -9.70959 -2.97080 -1.14044 -0.366
N -10.19332 -1.87445 -1.39795 0.356
N -8.12115 -0.67787 -0.61076 0.342
H 10.58866 -0.68017 1.78894 0.077
H -8.81839 0.46845 1.30108 0.065
```

**Lowest unoccupied orbital energy (alpha / beta)**: 2.770 / 2.823 eV
**Charge**: -2
**Gap between HOMO and LUMO (alpha / beta)**: 4.3090 / 4.3615 eV
**Multiplicity**: 1

b | # H2N2O3S2

A structure of composition H2N2O3S2 (wB97M-V/def2-TZVPD, the Open Molecules 2025 dataset).

The geometry in XYZ format:
```
9
Properties=species:S:1:pos:R:3:nbo_charge:R:1
S -10.89574 -0.15346 -0.34941 -1.086
S 2.70356 1.90892 1.80727 -0.467
O 2.53519 -0.60941 -0.07428 -0.439
O 4.67494 0.22682 0.74378 -0.331
O 2.96592 -0.87184 -2.22371 -0.479
N 3.69002 0.70682 0.34002 0.266
N 2.42467 -1.24523 -1.17552 0.306
H 1.85597 1.21557 1.03547 0.143
H -9.95454 -1.17821 -0.10362 0.086
```

**Lowest unoccupied orbital energy**: 4.882 eV
**Charge**: -2
**Gap between HOMO and LUMO**: 6.1056 eV
**Multiplicity**: 1

Energies in hartree, measured from the most stable structure: a 0.0114; b 0.0000.